C19H18LaNOS | ωB97M-V/def2-TZVPD

Positions of all 41 atoms, in Å:
C 1.84158 -0.83649 3.16544
C 2.67193 -1.62063 2.15531
C 2.78539 -0.81974 0.99326
H 2.76927 -2.75023 2.09401
C 2.35767 0.52581 1.34985
C 1.68425 0.49800 2.62299
H 1.12602 1.31935 3.13399
H 1.37291 -1.04911 4.19479
H 3.24806 -1.18788 0.05720
H 2.36781 1.38001 0.65668
C -1.06480 -2.83339 0.07100
C -0.45186 -3.51569 1.13547
C -0.81513 -2.78617 2.42912
H 0.53002 -4.08047 1.10593
C -1.87303 -1.77714 2.03219
C -2.05350 -1.88070 0.61889
H -2.63540 -1.16941 -0.00300
H -0.83197 -3.01825 -0.99546
H -0.86350 -3.13317 3.54238
H -2.37325 -1.11497 2.78560
La 0.01402 -0.50517 1.08052
O 0.15788 -0.40572 -1.16458
C 0.99308 0.63529 -1.71677
C 0.39132 1.93705 -1.44647
H 2.02365 0.53804 -1.33379
H 0.79514 0.17072 -2.68100
H 0.74322 2.48065 -0.57252
H 0.43146 4.40185 -2.26457
C -0.42811 3.84446 -2.66118
C -0.56947 2.47086 -2.28869
C -1.68174 1.73418 -2.83576
H -1.82080 0.68564 -2.53567
C -2.57210 2.36153 -3.69715
H -3.41725 1.79249 -4.09742
C -2.39944 3.70918 -4.06651
H -3.10520 4.18513 -4.75342
C -1.31542 4.43825 -3.54511
H -1.17282 5.48498 -3.82837
S 1.37777 -4.30031 4.84270
C 1.07070 -3.30123 3.64765
N 0.69166 -2.50761 2.77249

Atoms 1-3, force components in eV/Å:
2.3 2.8 0.0
-1.5 0.9 0.2
0.9 1.1 1.5

Summary:
- Gap between HOMO and LUMO (spin up / spin down): 6.2 / 5.7 eV
- Energy relative to the best compared isomer or geometry (same formula, charge and spin): 268.8 kJ/mol
- LUMO level (spin up / spin down): -0.8 / -0.8 eV
- Charge: 0

---

C19H18MoN8OSSbSe4 | ωB97M-V/def2-TZVPD

Positions of all 53 atoms, in Å:
Mo -3.12063 0.29603 -0.94397
N -2.88809 4.08205 -2.31309
C -3.23472 2.92425 -1.74513
S -3.73023 1.56631 -2.76580
N -3.32918 2.95653 -0.37935
N -3.09330 1.79782 0.35562
C -2.97702 1.82370 1.73342
C -1.90406 1.93171 2.63505
C -2.39646 2.00941 4.00637
C -1.48946 2.21132 5.01535
C -0.07936 2.24046 4.75101
C 0.41482 2.17126 3.46733
C -0.43475 2.18709 2.33294
O 0.01287 2.29114 1.16829
H -3.16773 4.32247 -3.24002
H -2.76219 4.85224 -1.72694
H -3.91205 1.63376 2.27550
H -3.44195 1.79240 4.17345
H -1.83182 2.28754 6.05293
H 0.60138 2.39007 5.56673
H 1.46398 2.14744 3.21073
C -0.05726 1.44159 -1.61397
C -0.15070 0.01045 -1.58776
N -1.29312 -0.66073 -1.35881
C -0.99623 -2.02122 -1.52880
C 0.30224 -2.17636 -1.85689
N 0.90032 -0.84994 -1.86941
C 2.10862 -0.41613 -2.63780
N 3.31715 -1.13353 -2.37645
N 3.60467 -2.24573 -3.24169
N 4.60111 -2.93676 -2.71563
C 4.89417 -2.44871 -1.48149
C 5.78958 -2.90227 -0.51305
C 5.87676 -2.21950 0.72884
C 5.04473 -1.10365 0.97780
C 4.15610 -0.62492 0.03851
C 4.10695 -1.29120 -1.21046
H -0.00404 1.81512 -0.52972
H -0.99110 1.83403 -2.10734
H 0.76549 1.89197 -2.11831
H -1.81812 -2.74047 -1.40213
H 0.90243 -3.08747 -1.98802
H 2.27590 0.61590 -2.26059
H 1.99073 -0.45763 -3.74102
H 6.39917 -3.75651 -0.70670
H 6.52833 -2.48967 1.51586
H 5.11218 -0.60548 1.93666
H 3.48163 0.18105 0.25519
Se -3.73653 -6.42772 0.79927
Sb -4.58635 -4.64997 -0.88438
Se -5.28678 -4.29858 1.66266
Se -7.05187 -5.00355 -1.23657
Se -4.88624 -1.15741 -0.57821

Atoms 1-3, force components in eV/Å:
-0.7 -1.8 0.0
-0.7 -2.0 -0.1
-0.9 0.7 0.8

Summary:
- Gap between HOMO and LUMO (spin up / spin down): 2.4 / 2.4 eV
- LUMO level (spin up / spin down): -12.3 / -12.3 eV
- Charge: +3

---

C19H18N2O2S | ωB97M-V/def2-TZVPD

Positions of all 42 atoms, in Å:
C 1.01238 3.58577 -5.02406
C 1.55169 2.75306 -4.15429
C 2.26979 3.18098 -2.91103
N 1.72712 2.52132 -1.74143
C 2.46455 1.69588 -0.96304
O 3.64476 1.48436 -1.15654
C 1.71896 1.07597 0.17622
C 2.40609 0.85009 1.36461
C 1.75879 0.25776 2.42940
C 0.42936 -0.11924 2.32016
C -0.27478 0.08286 1.13148
C 0.39141 0.68603 0.06658
N -1.64053 -0.22077 1.00682
C -2.51941 0.81439 0.46938
C -2.98324 0.53038 -0.95608
C -2.23388 -1.41146 1.31606
O -3.42879 -1.57515 1.16402
C -1.37636 -2.53795 1.78569
C -1.51025 -3.76781 1.14934
C -0.83640 -4.87970 1.61936
C -0.04328 -4.78370 2.75171
C 0.09167 -3.56987 3.40106
C -0.56807 -2.45466 2.91248
S -0.35635 -0.88203 3.72784
H 0.51236 3.23920 -5.91193
H 1.06332 4.65430 -4.89126
H 1.49565 1.68257 -4.30076
H 3.32203 2.88049 -2.96097
H 2.21325 4.26790 -2.78918
H 0.76219 2.70055 -1.51631
H 3.44239 1.14088 1.43364
H 2.27185 0.08738 3.36300
H -0.13665 0.81997 -0.86497
H -3.39933 0.85484 1.11847
H -1.99042 1.76772 0.53052
H -3.55924 -0.39035 -0.97377
H -2.14523 0.42931 -1.64222
H -3.61800 1.34358 -1.29823
H -2.15859 -3.83736 0.28887
H -0.94183 -5.82598 1.11092
H 0.47029 -5.65401 3.13139
H 0.70073 -3.47753 4.28704

Atoms 1-3, force components in eV/Å:
-0.1 0.0 -0.1
0.1 0.0 0.2
0.2 0.0 -0.1

Summary:
- Gap between HOMO and LUMO: 9.4 eV
- Energy relative to the best compared isomer or geometry (same formula, charge and spin): 47.2 kJ/mol
- LUMO level: 0.4 eV
- Charge: 0

---

- The highest charge belongs to which entry?
  C19H18MoN8OSSbSe4

---

- The highest charge belongs to which entry?
  C19H18MoN8OSSbSe4